135
Properties=species:S:1:pos:R:3 method="wB97M-V/def2-TZVPD" spin_multiplicity=5 e_lumo_ev="0.52 / 0.30" charge=0 e_homo_ev="-7.71 / -7.73"
C -2.787 -0.260 4.487
C 3.971 -0.223 -2.159
H 2.631 2.725 0.687
H -4.210 -0.725 -2.623
H 4.874 1.673 -2.585
H 7.035 -0.179 2.238
C -4.390 -1.722 -3.023
H 3.279 -3.263 0.572
S 0.033 -0.443 2.527
H 1.345 4.925 6.114
H 5.376 0.984 3.663
C 3.734 0.604 2.355
H -3.197 4.046 -2.906
S 0.658 -1.665 -0.732
C 3.828 -2.656 -5.086
H -3.011 2.292 -3.035
S 0.563 1.650 -0.494
C -5.090 1.693 2.148
C -4.336 0.560 2.803
C -2.078 -1.022 -5.293
C 4.042 1.274 -2.000
S -2.619 0.001 -0.281
C -1.944 -2.338 -3.196
H -2.500 -1.911 -5.748
C 2.492 0.962 4.518
H -2.834 3.086 -1.473
C 4.031 -1.099 -1.075
C 0.462 -3.047 -3.607
C 5.597 -0.614 0.710
C 2.544 2.727 2.851
H -4.542 -1.625 -4.100
H 3.874 -0.066 -4.291
H -1.147 5.228 -1.691
H 3.127 1.745 -2.365
C 1.543 3.886 -3.215
C -3.475 0.809 3.889
Ge 1.331 -0.084 0.760
C 3.897 -0.748 -3.448
H -0.976 -0.736 5.537
H 4.012 -4.478 -0.489
H 4.125 3.219 1.478
Fe -2.071 -0.253 1.857
H 3.385 -0.416 5.913
H -5.298 -0.222 0.418
H 6.326 -1.055 0.041
H -1.335 0.973 5.478
C -1.157 -4.439 -2.333
H 4.180 1.569 -0.962
H 2.854 2.088 -4.546
H -3.677 -6.083 -0.721
H -4.432 -4.048 -1.655
C -1.898 0.132 -6.039
C -3.334 2.209 4.436
C 4.023 -2.488 -1.292
H -4.305 2.693 4.509
C -2.366 -2.702 4.834
C -1.784 -0.009 5.581
H -5.079 -1.936 0.633
H 5.029 -3.349 0.412
H -5.447 2.402 2.890
H 1.883 6.636 -2.661
C 4.265 -0.562 0.298
C -0.386 2.479 -3.512
C 1.449 6.012 -1.878
C -1.159 3.385 -2.781
C 0.731 4.045 5.910
H -5.342 -3.264 2.229
C 3.302 0.005 1.152
H -5.308 -2.111 -2.581
H -1.996 -6.053 -0.172
C 3.886 -2.110 -3.684
C 1.824 3.538 3.713
C -2.641 -6.004 -1.051
C -3.232 -2.638 -2.728
H 0.501 3.569 6.863
C 1.810 1.774 -4.539
H -2.184 0.155 -7.083
C 0.795 4.789 -2.463
H -6.445 -1.125 1.425
C -0.987 1.244 -4.096
H -2.707 2.826 3.788
C 5.073 0.530 2.726
C -2.633 3.184 -2.541
C 3.945 -2.970 -2.589
C 1.451 3.103 4.980
H 0.731 6.612 -1.319
C 2.796 -0.435 4.994
H 0.689 -3.847 -4.315
C -2.409 -4.724 -1.810
C -1.354 1.255 -5.439
C -3.438 -3.818 -2.026
C -3.957 -1.838 3.054
C -1.164 0.075 -3.349
H -2.252 -0.083 6.567
H 2.255 5.727 -1.199
H -2.413 -6.871 -1.674
H 1.860 -0.957 5.211
H -4.470 -3.845 3.628
C -5.392 -1.027 1.141
H 1.571 4.548 3.408
Ge -0.723 0.010 -1.407
H 3.943 -4.042 -2.760
H 1.745 0.770 -4.115
H -1.286 -2.639 4.687
C -3.055 -1.583 4.096
H -0.198 4.401 5.461
H 0.545 -2.095 -4.126
H -3.651 -3.745 2.066
C -4.374 -3.252 2.721
C -0.907 -3.263 -3.031
C 3.035 3.278 1.537
C 2.866 1.421 3.251
H -2.682 -3.682 4.494
C -0.549 4.528 -2.267
H -5.956 1.329 1.604
H 2.966 -3.309 -5.214
H 3.338 -1.010 4.249
C 0.973 2.742 -3.745
H 3.758 -1.853 -5.820
C 1.790 1.817 5.364
C -4.531 -0.762 2.354
H 1.504 1.461 6.350
H -0.348 -5.150 -2.193
H 1.465 1.712 -5.573
C -1.723 -1.064 -3.948
H 1.213 -3.072 -2.818
C 4.091 -3.451 -0.135
H -2.908 2.208 5.435
H -4.451 2.237 1.447
H 2.739 4.321 1.428
C 6.001 -0.104 1.926
H -2.560 -2.630 5.906
H 4.719 -3.247 -5.309
H 2.598 4.085 -3.381
H -1.215 2.167 -6.010

146
Properties=species:S:1:pos:R:3 method="wB97M-V/def2-TZVPD" e_lumo_ev=-3.93 charge=+1 e_homo_ev=-10.24
C -2.858 -12.687 -1.261
F -3.218 0.199 -4.455
H -0.044 -1.383 -4.620
C -5.182 0.120 -5.748
H 5.575 1.953 -1.112
H -6.258 14.436 4.482
H -4.287 14.476 2.968
C 11.261 -6.472 -1.454
H -4.200 -2.436 2.255
H 7.129 0.626 -2.110
H -4.501 -5.010 -0.356
C 7.867 -1.186 -1.262
H -7.012 -0.112 -6.832
C 10.549 -4.077 -0.301
H -1.781 -1.272 -3.178
C -4.833 -1.571 0.302
H -2.853 3.535 3.249
C 0.595 0.394 -3.571
C -0.612 -4.641 -0.313
H -4.668 10.274 2.342
H 10.461 -7.385 0.315
C 5.564 -0.152 -0.845
H 8.102 -0.849 0.899
C -1.178 9.957 3.754
C -5.025 11.176 2.822
H -4.130 -1.101 -0.377
C -0.371 5.905 5.017
H -2.312 -1.798 -0.357
N -2.031 -5.002 -0.176
C -4.773 -1.511 -4.018
C -0.847 -1.469 -2.662
F -3.324 12.408 1.757
C -4.411 -1.481 1.781
H 2.889 -0.611 -2.955
H 2.858 -0.309 -1.234
H -3.297 -13.643 -1.514
H 4.169 1.360 -0.201
H -0.376 0.893 -3.527
N -3.249 -0.621 1.939
C -2.058 -12.576 -0.141
H -5.245 -2.995 -1.309
H -0.093 11.084 0.774
C 1.208 10.053 3.723
H -0.519 2.799 3.687
C -1.291 0.115 2.600
C -0.654 -3.191 -0.832
H -1.239 -9.312 -0.314
C 0.017 4.641 4.623
H -2.194 10.553 1.980
C 8.534 -0.524 -0.045
C 1.381 0.818 -2.327
C 0.300 -1.110 -3.623
H 5.959 -0.175 0.170
C -5.985 -2.122 -4.312
H 2.084 10.749 1.894
H 8.481 0.566 -0.099
P 0.632 -5.883 -0.972
C -2.168 -0.871 2.736
H -0.085 -3.545 -2.842
C -0.857 -2.988 -2.317
C -2.157 4.203 3.740
H -1.391 2.006 1.347
H -1.980 7.317 5.059
H 3.636 2.183 -2.557
C -6.387 -0.502 -6.041
C -6.116 11.151 3.678
H 11.322 -3.131 -2.053
C 6.724 -0.349 -1.830
C -2.499 -10.350 -1.701
H -1.852 -3.386 -2.537
H 9.585 -0.775 -0.035
C 2.782 0.173 -2.207
H 9.833 -5.215 1.357
C -0.856 3.784 3.985
N -0.211 -7.334 -0.561
C -3.017 0.569 1.337
C -1.695 -10.260 -0.574
H -2.409 -5.941 -0.205
H -3.754 0.991 0.669
C -4.813 13.553 3.173
H 0.337 6.551 5.519
C -6.790 -1.620 -5.324
C -5.149 -2.983 -0.226
H 1.671 -5.289 0.887
C -4.220 -4.128 0.221
H -5.217 -1.026 2.355
H 1.519 1.897 -2.360
F -1.842 -13.661 0.619
H -0.603 -7.239 0.379
H -0.855 -11.328 1.105
H 4.879 -0.998 -0.929
H -0.334 0.192 3.084
H 2.159 9.903 4.215
C -1.825 1.082 1.672
C -1.886 -2.715 0.015
H -4.855 0.997 -6.291
C 0.030 9.770 4.399
H 11.983 -5.291 -3.093
H -6.620 10.215 3.879
H 7.521 -2.175 -0.960
H -5.751 -0.997 0.201
H -4.408 -4.401 1.259
H 4.603 0.809 -3.127
C 1.165 10.525 2.419
H -6.300 -2.993 -3.751
H 0.788 0.587 -1.442
C -4.393 -0.397 -4.742
C -4.390 12.378 2.586
O 1.887 -5.794 0.088
H -7.415 12.299 4.939
C -1.473 -11.378 0.218
C 11.508 -5.280 -2.121
C -3.082 -11.563 -2.042
H -6.142 -3.244 0.141
H 0.484 -8.074 -0.488
C 3.957 1.169 -2.326
C 10.299 -5.250 0.381
H 0.046 9.409 5.420
C -2.562 5.474 4.125
Br 1.052 -2.463 -0.197
H -2.671 -9.476 -2.316
C -2.742 -3.940 0.013
H -2.075 -1.753 3.349
H -3.712 -11.635 -2.918
H 11.542 -7.414 -1.906
H -0.292 -4.520 0.737
F -2.326 9.677 4.408
H -1.471 -2.687 1.030
C -6.561 12.322 4.275
H -3.575 5.801 3.931
H 1.165 -1.733 -3.394
C -0.057 10.711 1.789
C -5.910 13.522 4.020
H 6.341 -0.820 -2.738
C 4.821 1.167 -1.057
C -1.238 10.422 2.456
C -1.668 6.325 4.761
F 10.200 -2.903 0.263
H -4.125 -1.891 -3.237
H -7.732 -2.100 -5.553
H -0.809 -0.885 -1.745
C 10.655 -6.456 -0.205
F 1.277 4.232 4.865
H 8.622 -1.290 -2.040
C 11.146 -4.071 -1.546
H 1.076 0.722 -4.492

185
Properties=species:S:1:pos:R:3 method="wB97M-V/def2-TZVPD" e_lumo_ev=1.29 charge=-1 e_homo_ev=-7.90
O 4.449 0.834 -6.621
H -3.922 -0.580 5.081
C -0.951 -1.413 -6.584
C -1.801 3.255 -4.284
C 1.594 5.548 -0.128
H 7.132 0.011 1.687
C 0.713 2.579 5.468
O 5.789 -1.769 3.058
C 2.724 5.375 0.841
H -2.483 -0.160 -5.572
O -7.502 -2.188 1.161
H -1.835 0.667 6.428
O -1.461 -1.332 0.534
C -3.709 -0.009 -2.300
H -2.809 -2.475 -4.875
C 7.480 -1.015 1.808
H 0.192 4.591 2.262
O 3.175 -2.763 -3.770
C 0.752 4.112 1.458
C 4.368 -3.237 -3.328
H -2.863 -2.913 -1.539
C 2.732 -0.832 -6.767
O -0.699 -2.784 -4.686
H -5.574 -3.754 2.109
C -1.523 3.065 -2.817
H 2.615 3.283 1.377
C 5.552 -2.257 1.876
H -2.158 3.605 -2.115
O -5.033 -1.909 -3.100
C -4.257 0.170 4.364
H 1.850 0.492 3.512
H -3.826 2.098 -1.940
O 1.352 3.330 4.793
C 6.682 -1.984 0.946
O -6.041 -0.101 -2.308
C -3.008 4.758 1.117
H -1.675 4.418 2.718
O 0.788 -5.833 0.857
O -3.801 2.463 3.891
O -2.624 7.066 1.279
C -0.864 0.971 6.038
C -3.294 -5.811 -2.019
C -0.039 3.608 -2.615
H -1.223 -3.485 -1.697
H -2.301 -0.158 3.578
H -4.310 -2.290 0.760
O -6.220 -0.319 1.017
H -3.504 -0.225 2.293
H -2.204 4.356 0.500
H -5.576 -4.658 0.590
C -3.307 1.703 2.768
H -0.610 0.152 5.365
C -2.258 -3.816 -1.611
C 4.120 -0.422 -7.079
H 2.422 4.472 2.761
H 2.802 6.341 1.339
H 7.155 -2.947 0.754
C -5.888 -3.728 1.065
C -0.789 2.282 5.300
C 4.001 0.758 3.563
C -4.980 -0.800 -2.601
H 8.536 -1.195 1.608
H 3.554 0.447 0.480
O 0.507 -3.365 -6.500
O 4.609 1.432 2.761
H 0.516 2.930 -1.967
H -3.107 -0.587 -1.599
H 5.948 1.362 -0.585
H 2.076 1.097 -1.748
H 1.331 -2.947 -2.991
C 2.630 1.692 -1.021
H -1.589 -1.801 -7.378
C 0.070 -3.197 3.139
C 0.495 -5.119 1.776
H 2.743 -0.594 2.416
C 2.331 -2.646 -2.678
C -2.056 6.512 2.344
H 2.129 -0.641 -7.655
H 4.434 -0.957 6.155
H 1.355 0.501 -5.630
O -4.726 1.920 5.926
C -5.301 -2.538 0.380
C 0.907 -3.672 1.996
H 3.633 5.053 0.332
H 1.975 2.006 -0.208
H -1.347 -5.054 -0.057
C -5.731 1.239 -1.921
H -4.471 6.478 0.794
C 2.752 -0.107 3.391
H 0.399 3.087 1.347
H 3.155 0.255 6.282
C -4.267 1.588 4.814
O 0.556 3.563 -3.928
H -3.816 4.027 1.103
H 0.713 -2.597 3.783
H -0.132 -0.845 -7.025
C -0.286 -2.627 -5.967
H -1.677 -5.017 -3.335
H -2.333 2.109 2.495
H 3.291 -1.996 4.088
H -3.289 4.966 3.312
H -5.264 -0.066 4.019
C -2.546 5.042 2.518
H 2.807 -1.884 -6.492
H -1.930 -1.737 -3.503
C 7.171 -1.464 3.223
O -3.790 -6.813 -2.588
C 4.980 1.814 -0.369
C -4.250 1.156 -1.594
C -7.393 -3.568 0.955
C -2.576 -4.725 -2.792
H 2.558 -4.581 -1.722
H 4.864 -4.289 -1.497
H -5.255 -2.569 -0.708
H 2.363 -1.599 -2.375
C 0.263 1.022 7.108
H -1.018 2.060 4.257
H -7.860 -4.240 1.675
O 1.227 1.922 6.544
C 3.743 -0.338 5.582
H 2.554 -0.244 -4.669
H 7.772 -2.328 3.504
O 4.470 0.610 4.780
H 7.336 -0.609 3.878
H -3.135 0.280 -3.180
C -3.246 0.262 3.234
H 3.816 1.806 -4.907
H -6.455 1.569 -1.175
H 2.526 -3.101 -0.601
O 5.207 3.863 -1.877
H 1.925 -3.608 2.381
H 2.948 2.130 -6.470
H -2.383 2.415 -4.663
C -1.879 -2.004 -4.559
C 2.392 0.168 -5.665
H -1.292 3.153 5.719
H 6.315 -1.609 -0.009
C 2.199 4.229 1.722
H 0.290 -4.841 4.629
O -0.002 3.290 -6.007
H -0.730 -2.557 2.766
C 4.304 -3.410 -1.815
H -1.536 2.009 -2.548
H -0.011 1.465 8.066
O -0.197 -5.526 2.857
H -0.030 4.635 -2.250
H 4.002 -0.043 -1.133
C 2.930 -1.051 4.494
O 3.184 2.835 -1.687
C -0.332 -4.466 3.816
C 3.800 0.829 -0.510
C -3.458 6.134 0.583
O 5.369 -3.425 -4.010
C -6.340 -1.498 0.825
O 1.620 6.263 -1.109
O 0.793 -0.672 0.356
H -5.918 1.900 -2.767
O -3.214 -5.707 -0.677
H -3.309 6.250 -0.490
C -2.296 -4.601 -0.345
C 4.510 2.943 -1.368
O 4.474 -2.691 1.667
C 2.829 -3.539 -1.552
H 1.994 -1.311 4.988
O -0.939 0.923 0.165
C -0.370 3.340 -4.872
O 0.523 4.819 0.265
O 4.949 -1.119 -7.601
H 4.662 -2.454 -1.432
C 3.380 1.378 -5.809
O -0.474 -0.669 -1.530
H -3.311 -4.329 -3.494
C -1.611 -0.780 -5.366
H 4.974 2.193 0.653
H 0.812 -3.216 1.010
H 0.632 -0.001 7.174
H -4.022 1.789 1.950
Cl -0.532 -0.435 -0.163
H -1.338 -4.467 4.237
O -1.299 7.133 3.088
H -7.907 -3.730 0.007
H -2.353 4.182 -4.437
H -2.677 -4.020 0.494
H -4.112 1.163 -0.513
H -0.908 -0.194 -4.774

What E_tot values result from the calculations? In sequence: -9337.73912 -6084.51407 -5358.58809 a.u..